No. 1
{
  "formula": "C19H37BO22S5",
  "method": "the ωB97M-V functional and the def2-TZVPD basis",
  "elements": ["B", "C", "C", "C", "C", "C", "C", "O", "C", "O", "C", "C", "H", "H", "H", "H", "H", "H", "H", "H", "H", "H", "H", "H", "H", "H", "H", "H", "H", "O", "S", "O", "O", "C", "C", "O", "H", "H", "H", "H", "O", "S", "O", "O", "C", "C", "O", "H", "H", "H", "H", "O", "S", "O", "O", "C", "C", "O", "H", "H", "H", "H", "O", "S", "O", "O", "C", "C", "O", "H", "H", "H", "H", "O", "S", "O", "O", "C", "C", "O", "H", "H", "H", "H"],
  "positions_angstrom": [[1.390, -2.040, -0.694], [1.877, -0.799, 0.211], [0.605, 0.099, 0.497], [0.415, 1.259, -0.530], [-0.889, 2.155, -0.281], [-1.787, 1.643, 0.890], [-3.167, 2.410, 0.990], [-4.027, 1.587, 1.811], [-5.284, 1.434, 1.292], [-6.212, 1.655, 1.996], [-5.576, 0.946, -0.137], [-4.876, -0.034, -0.795], [0.964, -1.834, -1.783], [1.402, -3.145, -0.257], [2.717, -0.259, -0.267], [2.168, -1.250, 1.194], [-0.269, -0.605, 0.533], [0.667, 0.565, 1.514], [1.299, 1.932, -0.487], [0.345, 0.856, -1.570], [-1.472, 2.230, -1.229], [-0.558, 3.199, -0.045], [-2.049, 0.563, 0.777], [-1.247, 1.841, 1.841], [-2.993, 3.421, 1.440], [-3.559, 2.599, -0.035], [-6.420, 1.447, -0.663], [-4.736, -1.064, -0.411], [-4.397, 0.245, -1.762], [-0.854, -3.915, 0.329], [-2.198, -4.343, 0.472], [-2.759, -5.392, -0.309], [-3.155, -3.047, 0.362], [-3.934, -2.919, 1.557], [-3.088, -3.540, 2.648], [-2.464, -4.669, 2.028], [-4.867, -3.470, 1.416], [-4.159, -1.872, 1.755], [-3.679, -3.851, 3.507], [-2.301, -2.857, 2.977], [-3.078, 3.991, -2.075], [-3.609, 3.913, -3.390], [-2.817, 4.118, -4.546], [-4.901, 4.875, -3.466], [-6.050, 4.113, -3.844], [-5.781, 2.713, -3.330], [-4.383, 2.504, -3.545], [-6.125, 4.127, -4.934], [-6.951, 4.545, -3.414], [-6.367, 1.959, -3.852], [-5.971, 2.643, -2.258], [4.784, 0.209, 0.411], [4.732, 1.479, 1.044], [4.242, 1.660, 2.361], [3.956, 2.501, 0.061], [4.806, 3.606, -0.249], [6.215, 3.056, -0.161], [6.193, 2.156, 0.945], [4.639, 4.387, 0.497], [4.575, 3.996, -1.239], [6.958, 3.836, -0.004], [6.472, 2.485, -1.058], [6.335, 1.807, 4.262], [7.162, 2.817, 3.717], [7.118, 3.185, 2.346], [8.692, 2.487, 4.119], [9.246, 3.580, 4.854], [8.065, 4.224, 5.557], [6.995, 4.155, 4.613], [9.708, 4.270, 4.144], [9.999, 3.224, 5.555], [8.262, 5.256, 5.839], [7.773, 3.654, 6.443], [1.115, -8.361, -4.488], [-0.231, -8.784, -4.341], [-0.793, -9.827, -5.120], [-1.182, -7.485, -4.449], [-1.958, -7.356, -3.254], [-1.116, -7.983, -2.162], [-0.497, -9.114, -2.783], [-2.893, -7.904, -3.395], [-2.180, -6.309, -3.055], [-1.710, -8.290, -1.305], [-0.328, -7.301, -1.833]],
  "forces_ev_per_a": [[0.4237, 1.0217, 0.5955], [-0.9153, -1.0471, 0.3287], [0.3264, 0.1115, -0.1590], [-0.7690, 0.0120, -0.0162], [0.3508, -0.1112, 0.1017], [-0.6873, 0.9016, -0.3486], [2.1759, -0.1225, -0.6985], [-0.5423, 0.4601, -1.5612], [-1.0853, -1.5042, -0.0414], [-1.3097, 0.5366, 1.1392], [1.4156, -0.2885, 0.1202], [-0.0842, 0.5785, -0.1204], [-0.1158, -0.0310, -0.2014], [0.1403, -0.0078, -0.1394], [-0.5735, -0.1782, 0.4548], [0.2858, 0.6922, -0.7689], [0.4329, 0.8031, -0.1131], [0.1050, -0.5224, -0.7249], [-0.4210, -0.5924, -0.0440], [0.2272, 0.1759, 0.7826], [0.3296, -0.1321, 0.7573], [-0.3501, -0.7885, -0.1819], [0.3650, 0.8230, 0.1586], [-0.3786, -0.5928, -0.4713], [-0.4805, -0.9098, -0.0054], [-0.0360, -0.3893, 0.7417], [1.4937, 0.7236, 0.1932], [1.3079, 1.2009, 0.4208], [-1.7215, -1.0228, -0.2547], [-0.1931, -0.1849, -0.3174], [-0.3911, 0.2583, 0.5721], [0.3658, 0.0728, 0.0548], [0.4798, -0.2769, 0.1733], [-0.5206, -0.1840, 0.2328], [0.2517, 0.5572, 0.2203], [-0.3270, -0.1057, -0.6525], [0.0143, 0.0216, 0.0367], [0.1844, 0.0218, -0.1765], [0.0768, -0.2442, -0.1120], [-0.0701, 0.0246, 0.0135], [0.1233, 0.1626, -0.1362], [-0.5882, -0.0612, -0.0963], [0.1840, -0.0927, 0.1770], [0.3173, -0.4359, 0.3360], [-0.2592, -0.1682, -0.5066], [-0.3664, 0.0767, 0.4056], [0.1791, 0.4812, -0.2883], [-0.0307, -0.0229, 0.0303], [0.1912, 0.1389, 0.1067], [0.2589, -0.0571, -0.0943], [-0.0408, 0.0580, -0.0452], [-0.1008, -0.0559, 0.2478], [0.7248, 0.4644, -0.6343], [-0.0816, -0.2363, -0.0644], [0.2321, -0.3900, -0.0020], [0.1344, 0.4900, 0.2247], [0.0470, -0.2466, -0.5629], [-2.9581, -2.0905, -2.8185], [0.0444, 0.0052, -0.0298], [-0.1436, -0.2015, 0.0182], [-0.0006, -0.1323, 0.2831], [-0.0022, 0.0969, -0.0376], [0.1245, -0.1111, -0.2008], [0.5247, 0.5606, 0.3025], [1.8394, 2.0293, 3.4159], [-0.4929, 0.0202, 0.2084], [0.2236, 0.4545, -0.1341], [0.0563, -0.3013, 0.4812], [0.2847, -0.1349, -0.4183], [0.0039, 0.0190, 0.0575], [-0.0924, -0.2087, -0.0990], [-0.1765, 0.0275, -0.1926], [0.0760, 0.0323, 0.0128], [-0.0575, -0.1202, -0.2618], [-0.3087, 0.3248, 0.4916], [0.2433, -0.0592, -0.0013], [0.5397, -0.3033, 0.2129], [-0.5553, -0.1290, 0.2287], [0.2372, 0.5842, 0.2048], [-0.2868, -0.0477, -0.6165], [0.0107, 0.0211, 0.0381], [0.1632, -0.0027, -0.1571], [0.0762, -0.2230, -0.1078], [-0.0778, 0.0241, 0.0328]],
  "mulliken_charge": [0.44, -0.70, 0.17, -0.09, -0.12, 0.13, -0.32, -0.33, 0.48, -0.57, -0.18, -0.37, -0.11, -0.16, 0.12, 0.18, -0.12, 0.30, -0.15, 0.21, -0.08, 0.28, -0.26, 0.23, 0.37, 0.07, 0.52, 0.12, 0.17, -0.50, 0.94, -0.56, -0.19, -0.16, -0.46, -0.35, 0.28, 0.25, 0.34, 0.29, -0.46, 1.02, -0.55, -0.34, -0.38, -0.12, -0.28, 0.30, 0.31, 0.40, -0.02, -0.58, 1.20, -0.57, -0.26, -0.37, -0.45, -0.25, 0.30, 0.35, 0.33, 0.29, -0.57, 1.17, -0.42, -0.35, -0.34, -0.37, -0.34, 0.28, 0.31, 0.31, 0.30, -0.53, 1.07, -0.53, -0.33, -0.23, -0.24, -0.34, 0.30, 0.23, 0.29, 0.30],
  "total_energy_ha": -4416.90327,
  "homo_ev": -9.14,
  "multiplicity": 1,
  "gap_ev": 8.4,
  "smiles": "BCCCCCCOC(=O)C=C.O=S1(=O)OCCO1.O=S1(=O)OCCO1.O=S1(=O)OCCO1.O=S1(=O)OCCO1.O=S1(=O)OCCO1"
}

No. 2
{
  "formula": "C19H37BrFINO8P3S",
  "method": "the ωB97M-V functional and the def2-TZVPD basis",
  "elements": ["C", "C", "O", "P", "O", "C", "C", "C", "C", "N", "P", "O", "Br", "C", "C", "C", "C", "F", "C", "I", "C", "O", "O", "C", "C", "C", "C", "C", "P", "O", "O", "S", "O", "C", "C", "H", "H", "H", "H", "H", "H", "H", "H", "H", "H", "H", "H", "H", "H", "H", "H", "H", "H", "H", "H", "H", "H", "H", "H", "H", "H", "H", "H", "H", "H", "H", "H", "H", "H", "H", "H", "H"],
  "positions_angstrom": [[-5.093, -1.058, -1.700], [-4.918, -0.525, -3.099], [-3.791, -1.046, -3.840], [-2.305, -0.923, -3.274], [-1.347, -1.161, -4.363], [-2.104, 0.702, -2.561], [-0.652, 0.905, -2.013], [-0.739, 1.107, -0.506], [0.546, 1.244, 0.315], [0.232, 1.396, 1.805], [-0.951, 0.323, 2.742], [-0.917, -1.044, 1.904], [-2.888, 1.251, 2.126], [1.568, 1.471, 2.453], [1.797, 2.600, 3.442], [0.871, 2.556, 4.635], [1.080, 3.787, 5.512], [-0.463, 2.604, 4.166], [2.655, 1.161, 1.385], [4.123, 0.051, 2.545], [3.314, 2.568, 1.085], [4.527, 2.653, 1.114], [2.463, 3.447, 0.927], [1.879, 0.445, 0.166], [1.798, -1.118, 0.327], [0.705, -1.774, -0.505], [3.143, -1.875, 0.115], [3.238, -2.878, -1.035], [2.741, 0.898, -1.421], [2.425, -0.237, -2.506], [4.290, 0.748, -1.119], [2.314, 2.628, -2.186], [-2.051, -1.925, -2.053], [-2.482, -3.293, -2.203], [-2.879, -3.815, -0.834], [-6.014, -0.641, -1.292], [-4.292, -0.772, -1.019], [-5.195, -2.140, -1.677], [-5.792, -0.818, -3.678], [-4.887, 0.563, -3.127], [-2.302, 1.415, -3.358], [-2.832, 0.872, -1.765], [-0.082, 0.026, -2.286], [-0.292, 1.806, -2.488], [-1.393, 0.321, -0.128], [-1.306, 2.029, -0.349], [0.899, 2.256, 0.081], [-0.211, 2.320, 1.837], [-1.688, -1.155, 1.328], [1.593, 0.572, 3.085], [2.836, 2.566, 3.761], [1.633, 3.555, 2.939], [1.025, 1.663, 5.243], [0.692, 3.612, 6.513], [0.462, 4.579, 5.089], [2.115, 4.108, 5.523], [1.511, -1.261, 1.372], [0.882, -1.747, -1.575], [0.672, -2.830, -0.231], [-0.291, -1.401, -0.316], [3.993, -1.207, 0.037], [3.337, -2.439, 1.026], [2.508, -3.682, -0.975], [4.209, -3.369, -0.952], [3.201, -2.434, -2.026], [2.004, 0.199, -3.263], [4.747, 0.590, -1.957], [-3.317, -3.385, -2.893], [-1.631, -3.868, -2.559], [-3.290, -4.819, -0.902], [-2.013, -3.812, -0.174], [-3.617, -3.148, -0.390]],
  "forces_ev_per_a": [[-0.0222, 0.1133, 0.3373], [-0.3338, -0.1319, -0.4203], [-0.2371, -0.1003, 0.9446], [1.2977, 0.2132, -1.3220], [-0.1111, -0.0794, -0.0067], [0.1121, -0.0571, 0.6172], [-1.1989, 0.1131, -0.1311], [-0.1473, -0.5133, 0.1971], [0.2020, 0.5879, -1.2697], [-0.5299, 0.9853, -1.4317], [0.4336, -0.2711, 1.0093], [-0.5472, 0.1947, -0.0119], [0.0819, -0.0153, -0.0205], [0.6154, -2.1865, 1.2736], [-0.9190, 0.4906, -0.6292], [1.1462, 0.7443, 0.5686], [-0.8165, -0.1866, -0.2380], [-0.1194, -0.2656, 0.0370], [-0.1824, 0.3024, 0.2836], [0.0664, -0.0407, -0.1324], [0.5713, -0.1751, -0.2093], [0.9001, -0.0897, 0.0487], [-1.3995, 0.7465, -0.2967], [0.5256, -0.3666, 0.9524], [-0.0614, 0.3044, -0.1471], [-0.2094, -0.4540, 0.0486], [-0.0341, -0.4171, 0.0067], [0.3419, -0.2008, -0.0223], [-0.4815, 2.0041, -0.6155], [0.0472, -0.4799, 0.1226], [-0.0633, -0.8275, 0.1372], [-0.0595, -0.2919, 0.1021], [-1.1438, 0.1840, 0.1336], [0.3263, -0.4883, 0.6859], [0.1418, 0.5140, 0.0050], [-0.0670, 0.0294, -0.0175], [0.1031, -0.0070, -0.0399], [0.0408, -0.0775, -0.1214], [0.0482, -0.0188, -0.1644], [0.1517, 0.0769, 0.1269], [-0.1160, -0.0335, -0.1211], [-0.0887, 0.0984, -0.0345], [0.4232, 0.1738, -0.0142], [0.5858, -0.1371, -0.0679], [0.1288, -0.0986, 0.0368], [0.0292, 0.0830, 0.0753], [0.0874, 0.0095, 0.0926], [0.1455, 0.0497, 0.2171], [0.2192, -0.2121, -0.2128], [-0.2864, -0.0652, 0.0276], [0.0842, -0.0553, 0.0590], [0.2208, 0.0364, -0.0535], [-0.4443, -0.3154, -0.2382], [0.2220, -0.0005, 0.1477], [0.1932, 0.1905, -0.0920], [0.1086, -0.0594, 0.1382], [0.0864, -0.0119, 0.0721], [0.0936, 0.0790, -0.0211], [-0.0316, -0.0500, 0.0345], [0.0615, 0.2058, -0.0490], [-0.0829, 0.1673, -0.0221], [-0.0308, -0.0194, 0.0944], [-0.1515, 0.0521, -0.0214], [0.0761, 0.0173, -0.0174], [-0.1616, 0.0794, -0.0051], [0.0119, -0.0153, -0.0378], [0.2218, 0.1349, 0.1015], [0.0436, 0.1787, -0.2201], [-0.0261, 0.0131, -0.3355], [0.0104, -0.0886, 0.0196], [0.0697, -0.1600, 0.0318], [-0.1723, -0.1085, 0.0249]],
  "mulliken_charge": [-0.71, -0.40, -0.47, 0.87, -0.84, -1.23, -0.01, -0.95, -2.61, 0.62, 0.17, -0.30, -0.20, -0.71, -1.99, 0.46, -1.47, -0.35, -1.25, 0.15, 0.72, -0.76, -0.69, 2.85, 0.59, -1.09, -1.11, -1.54, 0.41, -0.53, -0.44, -0.39, 0.00, -0.48, -1.18, 0.47, 0.00, 0.22, 0.36, 0.30, 0.59, 0.47, -0.52, 0.55, -0.34, 0.96, 1.00, 0.80, 0.26, 1.33, 0.58, 0.47, 0.38, 0.38, 0.37, 0.37, 0.94, 0.19, 0.77, -0.51, 0.42, 0.47, 0.27, 0.51, 0.25, 0.38, 0.44, 0.52, 0.32, 0.40, 0.24, 0.26],
  "total_energy_ha": -5796.83300,
  "de_lowest_kj_mol": 61.99,
  "homo_ev": -7.99,
  "multiplicity": 1,
  "gap_ev": 7.4,
  "smiles": "CCOP(=O)(CCC[C@H]1[N@@H+](P(O)Br)[C@H](C[C@@H](C)F)[C@](I)(C(=O)[O-])[C@]1([C@@H](C)CC)P(O)(O)=S)OCC"
}